{
  "formula": "C34H56NO9",
  "method": "the ωB97M-V functional and the def2-TZVPD basis",
  "total_charge": 1,
  "multiplicity": 1,
  "homo_lumo_gap_ev": 5.5415,
  "elements": ["H", "H", "C", "H", "O", "C", "C", "C", "H", "C", "C", "H", "H", "H", "C", "O", "H", "C", "H", "C", "H", "C", "N", "C", "H", "H", "H", "H", "C", "H", "C", "H", "H", "O", "H", "C", "H", "H", "H", "C", "H", "H", "H", "H", "C", "C", "C", "C", "H", "C", "H", "H", "H", "H", "C", "C", "O", "H", "H", "H", "H", "H", "H", "O", "H", "C", "H", "H", "O", "H", "H", "H", "H", "H", "C", "O", "H", "O", "H", "H", "C", "H", "C", "H", "H", "H", "O", "C", "H", "C", "H", "C", "H", "C", "H", "H", "C", "C", "C", "C"],
  "positions_angstrom": [[2.006, -6.179, -4.784], [6.200, -9.161, -5.034], [-0.157, -1.552, -0.407], [2.120, 0.831, -3.888], [-2.662, 4.401, 6.289], [-1.950, 4.296, 5.330], [-2.398, 6.304, 4.216], [-1.589, 2.950, 4.699], [-6.812, 12.061, 6.622], [2.243, 1.796, -1.976], [-1.524, -1.118, 0.228], [-7.115, 7.794, 4.653], [0.074, -7.480, -1.861], [-5.918, 11.368, 7.989], [-1.847, 0.588, 4.376], [-5.387, 8.463, 5.492], [-2.292, -1.825, -0.146], [0.718, -6.611, -2.021], [8.942, -9.523, -8.669], [-4.686, 8.170, 6.691], [4.072, -9.713, -6.208], [4.841, -9.628, -6.983], [-0.895, 0.588, 3.417], [-0.722, -6.425, -3.884], [6.414, -7.423, -5.297], [0.767, -1.082, -2.982], [-0.834, -3.528, -0.897], [7.171, -9.296, -8.643], [1.069, -0.283, -2.296], [8.162, -7.844, -7.002], [2.129, -7.041, -2.382], [-0.789, -2.419, -2.369], [-6.998, 7.504, 6.396], [2.143, -7.856, -3.543], [-1.470, -1.325, 1.319], [6.467, -8.405, -5.779], [-3.696, 8.622, 6.623], [5.517, -10.483, -6.921], [1.798, 1.769, 2.413], [-0.297, -2.725, -1.434], [-3.626, 5.612, 0.983], [0.732, -3.088, -1.621], [-4.303, 6.227, 3.245], [0.755, -6.042, -1.085], [-6.787, 8.229, 5.603], [-0.599, 2.931, 3.707], [7.998, -9.902, -8.264], [-3.317, 5.732, 3.112], [8.570, -8.554, -5.433], [3.065, 2.999, -2.439], [0.519, 4.789, 0.616], [4.357, -9.639, -7.960], [2.528, -7.647, -1.562], [-0.312, -7.378, -4.227], [1.834, 0.772, -2.834], [-7.552, 9.519, 5.834], [0.621, 0.589, 1.213], [7.860, -10.928, -8.606], [4.154, 2.833, -2.401], [0.470, -1.971, 0.411], [-1.837, 7.142, 3.758], [-2.372, -0.342, 4.627], [-0.669, -0.283, 2.934], [-7.235, 10.093, 7.094], [-5.191, 8.572, 7.571], [-0.277, 1.715, 3.079], [-3.004, 1.741, 5.814], [-5.471, 10.919, 6.334], [5.528, -8.394, -6.846], [0.564, 2.705, 1.414], [-1.681, -6.600, -3.386], [3.600, -6.985, -4.719], [-2.842, 7.129, 1.430], [2.781, -6.172, -2.508], [0.782, 1.777, 1.968], [-1.399, 5.386, 4.721], [-0.082, 3.853, 3.422], [8.045, -9.913, -6.847], [2.803, 3.213, -3.494], [-0.892, -5.789, -4.753], [-0.493, 5.116, 0.804], [2.186, 2.533, 0.031], [1.064, 0.688, -0.098], [-8.623, 9.292, 5.847], [-3.531, 4.649, 3.219], [-7.369, 10.232, 5.025], [0.166, -5.749, -3.008], [-2.865, 6.051, 1.659], [2.245, -7.744, -5.579], [7.883, -8.620, -6.283], [-1.802, -0.070, 0.033], [1.845, 1.713, -0.622], [-4.572, 7.085, 6.797], [-2.231, 1.729, 5.038], [-2.941, 6.751, 5.081], [2.780, 3.891, -1.855], [0.669, -0.373, -0.965], [-1.552, 5.372, 1.346], [-6.309, 11.162, 6.992], [2.516, -7.142, -4.712]],
  "forces_ev_per_angstrom": [[0.00, -0.01, 0.05], [0.05, -0.05, -0.04], [0.55, 0.10, -0.28], [-0.25, -0.29, 0.37], [0.03, -0.66, -0.44], [-0.21, 0.70, 0.54], [-0.23, 1.35, -0.04], [0.72, -0.13, -0.57], [0.07, 0.03, -0.04], [-0.16, -0.31, 0.26], [0.31, -0.95, -0.01], [-0.04, -0.01, 0.02], [0.06, -0.04, -0.05], [-0.10, -0.04, 0.01], [-1.11, -0.44, 0.78], [0.02, -0.04, 0.18], [0.14, 0.68, 0.11], [0.17, 0.42, 0.01], [-0.04, 0.03, -0.07], [0.07, -0.06, -0.09], [0.00, -0.12, 0.01], [-0.12, 0.08, -0.01], [-0.32, 0.15, 0.38], [-0.10, 0.09, -0.04], [0.03, -0.01, 0.04], [0.13, 0.32, 0.33], [0.05, 0.23, -0.64], [0.01, 0.02, 0.04], [0.06, -0.19, -0.62], [-0.09, 0.01, -0.01], [-0.13, -0.45, 0.04], [0.05, -0.33, 0.41], [0.00, 0.07, 0.05], [-0.10, 0.27, -0.05], [-0.21, 0.37, -0.51], [0.00, 0.36, -0.25], [-0.03, 0.00, -0.06], [0.02, 0.03, 0.03], [-0.45, 0.44, -0.15], [0.56, 0.52, 1.18], [0.38, 0.24, 0.25], [-0.65, 0.03, -0.29], [0.50, -0.27, 0.02], [0.01, -0.04, 0.03], [0.06, 0.19, -0.38], [-0.43, -0.58, 0.50], [0.09, -0.09, -0.03], [-0.80, 0.64, 0.12], [-0.01, 0.05, 0.00], [-0.65, -0.14, -0.46], [-0.55, 0.30, -0.30], [0.01, 0.09, 0.03], [0.01, 0.05, 0.03], [0.02, 0.01, 0.04], [0.03, 0.40, 0.89], [-0.19, -0.15, 0.37], [0.28, 0.95, -0.25], [0.05, 0.00, 0.09], [-0.44, 0.03, 0.18], [-0.36, 0.22, -0.34], [-0.02, -0.53, 0.40], [0.60, 0.21, -0.43], [0.05, 0.32, -0.13], [0.23, -0.03, -0.19], [-0.03, -0.01, -0.03], [1.07, 1.68, -0.50], [0.30, -0.24, -0.37], [-0.03, -0.02, -0.02], [0.07, -0.23, 0.05], [0.25, -0.49, 0.03], [-0.01, -0.08, -0.04], [0.00, 0.08, -0.10], [0.31, -0.43, 0.31], [-0.06, 0.05, -0.02], [-0.62, -1.14, 0.90], [-0.22, -1.34, -0.64], [-0.31, -0.45, 0.04], [-0.17, 0.17, -0.14], [0.22, -0.06, 0.51], [0.03, 0.05, 0.07], [-0.23, -0.46, 1.26], [-0.16, -0.45, -0.30], [0.02, -1.00, -1.85], [0.00, -0.01, -0.06], [0.32, 0.48, 0.01], [0.07, -0.05, -0.01], [0.00, -0.22, -0.04], [0.26, -1.63, 0.24], [0.04, -0.06, 0.07], [0.05, -0.34, 0.29], [0.06, -0.50, 0.07], [0.24, 0.76, 0.65], [0.00, 0.00, 0.16], [0.49, 1.21, -0.06], [0.16, -0.65, -0.68], [0.36, -0.37, -0.19], [-0.16, 0.33, 0.51], [0.00, 1.34, -1.21], [-0.06, 0.10, 0.10], [0.11, -0.11, -0.02]]
}